(1)
Density functional theory data (ωB97M-V with the def2-TZVPD basis set) for an isolated molecule of C5H8N2O2.

The geometry in XYZ format:
```
17
Properties=species:S:1:pos:R:3:forces:R:3
O 1.479 0.422 -2.787 -0.17 0.44 -0.68
N 1.775 -0.037 -1.723 -0.76 -0.51 1.14
N 0.772 -0.056 -0.804 0.02 1.97 -5.03
C -0.546 0.614 -1.104 0.96 -1.31 0.85
C -0.954 1.038 0.266 -1.80 2.63 2.50
C -1.076 -0.093 1.332 -0.29 -0.21 0.07
O -1.837 -0.146 2.285 0.91 0.56 -1.51
C -0.057 -1.172 1.025 -1.43 -0.67 1.69
C 1.118 -0.600 0.420 2.30 1.14 0.95
H -0.504 1.449 -1.823 0.50 -0.55 0.37
H -1.210 -0.168 -1.483 -0.12 0.26 -0.26
H -1.892 1.674 0.304 0.77 -0.95 -0.24
H -0.200 1.782 0.691 -0.61 -1.00 -0.51
H 0.150 -1.775 1.888 0.08 -0.10 0.65
H -0.469 -1.842 0.315 -0.83 -0.80 -0.81
H 1.552 0.201 1.040 0.12 -0.35 0.33
H 1.899 -1.290 0.157 0.37 -0.55 0.50
```
Positions in Å, forces in eV/Å.

Output
- Frontier orbital gap: 10.13 eV
- E_tot: -455.21532 Ha
- Molecular weight: 128.13 g mol⁻¹
- Max |F|: 5.41 eV/A
- ΔE to the lowest compared entry with this formula, charge and spin: 375.87 kJ/mol
- LUMO level: 0.70 eV
- HOMO energy: -9.4 eV
- SMILES: O=NN1CCC(=O)CC1

=====

(2)
Density functional theory data (ωB97M-V with the def2-TZVPD basis set) for an isolated molecule of C5H8N2O4.

The geometry in XYZ format:
```
19
Properties=species:S:1:pos:R:3:forces:R:3
C -1.313 -0.354 -0.230 1.00 2.31 -0.04
C -0.748 -1.562 -0.275 0.79 2.35 0.75
C 1.434 -0.509 -0.145 1.70 -1.82 -0.09
C -2.955 1.572 0.004 1.90 -1.67 -2.32
C 3.808 0.128 -0.128 -1.15 0.34 -4.81
N 0.924 0.585 -0.412 -2.85 1.55 -0.03
N -1.364 -2.789 -0.293 0.03 -0.25 -0.52
O 1.142 1.812 -0.448 0.64 -0.20 -0.08
O 0.658 -1.643 -0.077 0.15 -0.14 -0.24
O -2.385 0.366 -0.575 1.43 -2.57 -1.08
O 2.778 -0.825 -0.098 -1.65 -2.79 1.11
H -2.607 1.627 0.957 0.19 0.34 3.12
H -3.931 1.290 -0.223 -2.10 0.80 0.49
H -2.557 2.388 -0.558 -0.10 0.66 -0.46
H 3.527 0.881 0.499 -0.02 2.37 1.78
H 3.692 0.465 -1.220 0.80 0.51 1.45
H 4.836 -0.203 -0.060 -0.32 -0.91 0.67
H -2.282 -2.628 -0.706 0.13 -0.80 0.68
H -1.283 -3.266 0.603 -0.57 -0.07 -0.41
```
Positions in Å, forces in eV/Å.

Output
- Frontier orbital gap (alpha / beta): 7.49 / 8.76 eV
- E_tot: -605.49903 Ha
- Molecular weight: 160.13 g mol⁻¹
- Max |F|: 4.95 eV/A
- ΔE to the lowest compared entry with this formula, charge and spin: 839.95 kJ/mol
- LUMO level (alpha / beta): 0.13 / 0.48 eV
- HOMO energy (alpha / beta): -7.4 / -8.3 eV

=====

(3)
Density functional theory data (ωB97M-V with the def2-TZVPD basis set) for an isolated molecule of C5H8N2OS.

The geometry in XYZ format:
```
17
Properties=species:S:1:pos:R:3:forces:R:3
C -1.927 -1.999 0.427 -0.83 -1.55 -1.76
C -1.472 -1.386 -0.672 0.12 0.58 1.36
N -0.847 -0.135 -0.609 1.07 -0.04 0.44
C 0.193 0.061 0.074 -0.93 2.43 0.55
S 0.926 1.685 0.035 0.25 0.99 0.14
C -0.067 2.795 -1.056 0.35 -1.13 0.96
C 1.025 -0.642 1.168 -0.99 -1.06 -2.21
N 2.268 -0.752 0.674 0.66 -4.00 4.42
O 0.646 -1.184 2.166 -0.55 0.18 0.68
H -1.737 -1.577 1.394 -0.08 0.08 0.27
H -2.522 -2.952 0.322 0.84 1.18 0.29
H -1.482 -1.561 -1.724 -0.87 -1.39 -0.45
H 0.442 2.753 -1.990 -0.07 -0.04 -0.97
H 0.086 3.806 -0.654 -0.59 -0.41 0.10
H -1.082 2.365 -1.094 0.37 0.68 -0.03
H 2.666 -0.104 0.136 1.62 3.06 -2.75
H 2.883 -1.173 1.403 -0.37 0.45 -1.06
```
Positions in Å, forces in eV/Å.

Output
- Frontier orbital gap: 9.45 eV
- E_tot: -778.19974 Ha
- Molecular weight: 144.20 g mol⁻¹
- Max |F|: 5.99 eV/A
- ΔE to the lowest compared entry with this formula, charge and spin: 262.71 kJ/mol
- LUMO level: 0.73 eV
- HOMO energy: -8.7 eV
- SMILES: C=C/N=C(/SC)C(N)=O

=====

(4)
Density functional theory data (ωB97M-V with the def2-TZVPD basis set) for C5H8N2OS as an isolated structure.

The geometry in XYZ format:
```
17
Properties=species:S:1:pos:R:3:forces:R:3
C 1.971 1.546 -0.282 -0.51 -3.08 0.42
C 0.719 1.097 -0.105 -0.34 -0.21 -0.21
C 2.254 -0.977 0.175 -4.41 0.19 -0.59
C -0.566 1.909 -0.173 3.63 1.24 0.03
C -1.258 -1.698 0.378 -0.14 -0.42 0.75
N 2.236 -2.179 0.437 1.82 -1.55 1.49
N 0.563 -0.267 -0.016 3.14 -2.30 0.37
O -0.319 -0.795 0.954 0.86 0.95 -1.26
S 3.242 0.243 -0.399 0.29 1.86 0.14
H 2.216 2.484 -0.584 0.81 2.47 -0.82
H -0.462 2.728 -0.885 -0.05 -0.06 0.07
H -0.642 2.299 0.801 -0.78 0.75 1.24
H -1.345 1.307 -0.413 -2.38 -1.72 -0.64
H -1.933 -1.712 1.216 -0.69 -0.71 0.26
H -0.869 -2.718 0.177 0.08 0.78 0.05
H -1.844 -1.326 -0.461 0.47 0.32 -0.29
H 3.136 -2.709 0.717 -1.79 1.47 -1.02
```
Positions in Å, forces in eV/Å.

Output
- Frontier orbital gap: 8.58 eV
- E_tot: -778.10410 Ha
- Molecular weight: 144.20 g mol⁻¹
- Max |F|: 4.45 eV/A
- ΔE to the lowest compared entry with this formula, charge and spin: 513.82 kJ/mol
- LUMO level: 0.79 eV
- HOMO energy: -7.8 eV